The following is a DFT calculation (ωB97M-V/def2-TZVPD) of a 6-piece molecular cluster, C15H28F3NO13 overall.

XYZ file:
```
60
Properties=species:S:1:pos:R:3:lowdin_charge:R:1
N 36.54800 54.14300 47.34800 0.389
H 36.89000 55.00900 47.41200 0.103
H 36.85700 53.40300 47.72600 0.018
H 36.26200 54.12900 46.26500 0.252
H 35.81800 54.25700 47.91800 0.069
O 35.58700 52.37600 49.44600 -0.429
H 35.50800 51.98700 50.32900 -0.128
C 37.06000 50.56800 51.81900 -0.020
C 37.53300 49.92700 50.45300 -0.288
O 36.52800 48.96500 50.34300 0.169
C 35.59300 49.13000 51.20900 -0.591
O 34.59900 48.33600 51.25000 0.089
O 35.88600 49.86500 52.24100 0.131
F 38.73600 49.41900 50.67900 0.105
H 36.82900 51.64600 51.70000 0.119
H 37.58600 50.53700 52.58500 0.056
H 37.51800 50.74900 49.73200 0.138
C 35.57600 49.82200 47.17400 -0.024
C 35.20900 50.21800 45.68000 -0.390
O 34.27000 49.29300 45.32700 0.097
C 34.11700 48.24800 46.35900 -0.379
O 33.42500 47.22300 46.29400 0.143
O 34.96200 48.51800 47.41000 0.059
F 36.25700 50.05600 44.90900 0.096
H 35.21200 50.41600 47.82400 -0.002
H 36.78500 49.82900 47.34800 0.189
H 34.75700 51.14500 45.54200 0.139
C 32.45600 51.83500 48.85300 -0.025
C 32.43300 50.30800 49.08800 -0.315
O 31.85900 49.78900 47.87700 0.153
C 31.16600 50.75200 47.30700 -0.487
O 30.40700 50.56900 46.27000 0.059
O 31.32700 51.93300 47.94900 0.066
F 31.82500 49.97600 50.20000 0.123
H 33.28800 52.18200 48.29200 0.092
H 32.46200 52.22400 49.84900 0.100
H 33.38900 49.90200 49.32500 0.137
C 37.68400 59.12600 55.00500 -0.189
O 37.66200 57.93700 54.48700 -0.158
C 37.09500 56.96700 55.38900 -0.145
C 36.98200 55.56000 54.65100 -0.452
O 36.10600 55.61500 53.87100 -0.044
C 35.91300 54.31500 53.27300 -0.098
C 34.66500 54.14400 52.39300 -0.202
O 33.52800 53.88300 53.14700 -0.164
C 32.27100 54.18000 52.45700 -0.071
H 38.36900 59.11700 55.94000 0.132
H 36.74000 59.26100 55.11100 0.041
H 38.20200 59.84100 54.60400 0.038
H 36.02700 57.11700 55.78700 0.155
H 37.92800 56.75800 56.20700 0.156
H 36.81800 55.04800 55.59700 0.127
H 38.04300 55.54200 54.04600 0.184
H 35.98200 53.35900 53.89100 0.161
H 36.70500 54.11800 52.52400 0.124
H 34.78300 53.42700 51.84600 -0.001
H 34.36600 55.08800 51.92800 0.141
H 31.31200 53.81000 52.93400 0.098
H 32.11100 53.39300 51.52400 0.112
H 32.07400 55.11400 52.07000 0.042
```

Output
Orbital gap, Eh: 0.2730
Spin multiplicity: 1
Relative energy (zero: lowest compared OMol25 entry of this formula, charge and spin), kJ/mol: 534.9